[1]
This record from the Open Molecules 2025 dataset describes a structure of composition C16H15BN7O5Ru at a distorted geometry. The level of theory is ωB97M-V with the def2-TZVPD basis set.

The largest force on an atom is 3.02 eV/A. The value obtained for the total energy is -1497.9765 Ha. The value obtained for the orbital gap (alpha / beta) is 6.9 / 5.9 eV. Its spin multiplicity is 2. The HOMO energy (alpha / beta) comes out at -0.2736 / -0.2403 Eh. For the energy above the lowest of the compared OMol25 structures with the same formula, charge and spin, the calculation gives 120.3 kJ/mol.

Last column: natural (NBO) charge in e.
Positions of all 45 atoms, in Å:
Ru -0.78 -0.37 0.31  1.152
C 1.14 1.47 -3.53  -0.364
C 0.23 1.45 -2.48  -0.019
N 0.27 0.31 -1.80  -0.311
N 1.25 -0.42 -2.38  -0.313
C 1.79 0.25 -3.41  -0.004
B 1.68 -1.75 -1.75  0.549
N 2.34 -1.33 -0.43  -0.306
C 3.64 -1.29 -0.11  -0.006
C 3.77 -0.73 1.15  -0.362
C 2.45 -0.43 1.50  -0.015
N 1.59 -0.80 0.56  -0.316
N 0.45 -2.63 -1.48  -0.310
C 0.24 -3.88 -1.95  -0.006
C -0.97 -4.32 -1.47  -0.358
C -1.45 -3.26 -0.69  -0.008
N -0.58 -2.26 -0.71  -0.300
H 1.32 2.25 -4.25  0.229
H -0.48 2.21 -2.21  0.197
H 2.58 -0.20 -3.99  0.220
H 2.44 -2.35 -2.46  -0.038
H 4.38 -1.68 -0.79  0.220
H 4.66 -0.56 1.72  0.229
H 2.10 0.01 2.42  0.204
H 0.97 -4.35 -2.59  0.219
H -1.44 -5.27 -1.65  0.228
H -2.35 -3.16 -0.12  0.244
O -3.20 3.01 -1.10  -0.679
C -2.50 1.97 -0.63  0.757
O -2.26 0.99 -1.28  -0.548
C -2.06 2.18 0.78  0.043
C -2.48 3.30 1.48  -0.152
C -2.12 3.43 2.81  -0.216
C -1.41 2.41 3.40  -0.172
C -1.01 1.31 2.66  0.040
N -1.27 1.23 1.33  -0.336
C -0.29 0.14 3.28  0.757
O 0.07 0.26 4.57  -0.652
O -0.02 -0.86 2.68  -0.523
H -3.49 2.77 -2.00  0.508
H -3.08 4.04 0.99  0.247
H -2.44 4.29 3.38  0.229
H -1.19 2.49 4.46  0.201
H -0.18 1.11 4.93  0.481
O -2.30 -0.99 0.87  -0.639

***

[2]
This record from the Open Molecules 2025 dataset describes a structure of composition C16H15BrCl2MnN3OSSbSe4. The level of theory is ωB97M-V with the def2-TZVPD basis set.

The charge is -2. The largest force on an atom is 0.32 eV/A. The value obtained for the total energy is -15747.8562 Ha. The value obtained for the orbital gap (alpha / beta) is 6.1 / 5.8 eV. Its spin multiplicity is 6. The HOMO energy (alpha / beta) comes out at -0.0797 / -0.0710 Eh.

Last column: natural (NBO) charge in e.
Positions of all 45 atoms, in Å:
Mn -0.42 0.01 0.76  0.940
Cl 0.33 2.01 -0.23  -0.649
C -2.41 2.57 -0.73  0.189
C -2.70 3.76 -1.32  -0.343
C -4.01 3.93 -1.79  -0.251
C -4.91 2.89 -1.63  -0.265
C -4.53 1.70 -1.01  -0.042
Cl -5.75 0.46 -0.86  -0.045
C -3.23 1.48 -0.52  -0.307
S -2.72 0.01 0.26  -0.327
H -1.95 4.54 -1.43  0.212
H -4.32 4.85 -2.27  0.191
H -5.93 2.99 -1.98  0.206
N 0.96 -0.91 -0.50  -0.459
C 1.66 -1.38 -1.27  0.579
N 2.41 -1.87 -2.25  -0.478
C 3.81 -2.21 -2.00  -0.254
C 4.20 -3.31 -2.96  -0.077
O 3.95 -2.92 -4.31  -0.536
C 2.58 -2.64 -4.52  -0.074
C 2.10 -1.51 -3.62  -0.228
H 3.89 -2.55 -0.96  0.276
H 4.44 -1.33 -2.15  0.177
H 3.64 -4.22 -2.73  0.178
H 5.27 -3.52 -2.90  0.190
H 1.98 -3.54 -4.31  0.170
H 2.46 -2.37 -5.57  0.186
H 1.03 -1.36 -3.72  0.228
H 2.61 -0.57 -3.90  0.185
Br -1.30 4.97 3.92  0.020
C -1.03 3.09 3.98  -0.120
C -1.24 2.40 5.16  -0.199
C -1.02 1.03 5.14  -0.246
C -0.63 0.42 3.96  0.073
N -0.44 1.10 2.82  -0.479
C -0.64 2.42 2.83  0.021
H -1.55 2.91 6.05  0.215
H -1.15 0.43 6.03  0.227
H -0.47 -0.64 3.92  0.257
H -0.47 2.93 1.89  0.254
Se 1.57 -2.30 5.03  -0.617
Sb 1.16 -3.12 2.73  1.031
Se -0.95 -2.22 1.76  -0.609
Se 3.10 -3.24 1.27  -0.847
Se 0.58 -5.17 3.96  -0.550

***

[3]
This record from the Open Molecules 2025 dataset describes a structure of composition C16H15BrLu at a distorted geometry. The level of theory is ωB97M-V with the def2-TZVPD basis set.

The charge is -1. The largest force on an atom is 3.56 eV/A. The value obtained for the total energy is -4428.2402 Ha. The value obtained for the orbital gap is 4.6 eV. The HOMO energy comes out at -0.0982 Eh.

Last column: natural (NBO) charge in e.
Positions of all 33 atoms, in Å:
C -1.91 -0.79 -1.08  -0.380
C -1.70 -1.28 0.25  -0.399
C -1.79 -0.18 1.15  -0.342
H -1.57 -2.33 0.54  0.259
C -2.04 1.00 0.38  -0.426
C -2.14 0.61 -1.00  -0.383
H -2.46 1.26 -1.82  0.255
H -1.99 -1.42 -1.97  0.268
H -1.69 -0.23 2.23  0.257
H -2.26 1.98 0.79  0.243
Lu 0.16 0.11 -0.27  1.835
Br 1.64 -1.76 -1.16  -0.524
C 2.61 0.69 -4.46  -0.375
C 1.53 1.49 -4.95  -0.381
C 0.54 0.61 -5.48  -0.379
H 1.49 2.57 -4.94  0.175
C 1.01 -0.73 -5.33  -0.362
C 2.29 -0.68 -4.70  -0.353
H 2.93 -1.53 -4.48  0.183
H 3.54 1.06 -4.03  0.179
H -0.39 0.91 -5.95  0.175
H 0.50 -1.63 -5.67  0.178
C 1.84 -0.53 4.67  -0.260
C 1.76 -1.63 3.82  -0.217
C 1.48 -1.44 2.44  -0.249
C 1.19 -0.17 1.98  -0.483
C 1.31 0.94 2.79  -0.269
C 1.60 0.75 4.16  -0.222
H 2.08 -0.66 5.73  0.200
H 1.91 -2.63 4.21  0.196
H 1.53 -2.30 1.75  0.222
H 1.21 1.96 2.38  0.185
H 1.63 1.61 4.83  0.193

***

[4]
This record from the Open Molecules 2025 dataset describes a structure of composition C16H15BrMnN5O3S at a distorted geometry. The level of theory is ωB97M-V with the def2-TZVPD basis set.

The charge is -1. The largest force on an atom is 1.14 eV/A. The value obtained for the total energy is -5241.5078 Ha. The value obtained for the orbital gap (alpha / beta) is 5.0 / 7.1 eV. Its spin multiplicity is 6. The HOMO energy (alpha / beta) comes out at -0.0898 / -0.1698 Eh. For the energy above the lowest of the compared OMol25 structures with the same formula, charge and spin, the calculation gives 124.1 kJ/mol.

Last column: natural (NBO) charge in e.
Positions of all 42 atoms, in Å:
Mn 1.35 -0.41 0.97  1.452
C -2.90 -0.99 -0.06  -0.675
C -1.57 -0.49 0.42  0.168
N -0.73 -1.24 1.14  -0.459
N -1.17 -2.44 1.59  -0.370
C -0.61 -2.95 2.61  0.263
N -1.03 -4.21 3.04  -0.815
S 0.61 -2.26 3.72  0.066
C -1.14 0.83 0.18  0.085
C -1.88 1.75 -0.61  -0.246
C -1.43 3.02 -0.81  -0.192
C -0.21 3.42 -0.21  -0.358
C 0.47 2.49 0.54  0.081
N 0.06 1.24 0.76  -0.630
H -3.03 -2.02 0.26  0.244
H -2.94 -0.96 -1.15  0.221
H -3.72 -0.39 0.33  0.207
H -1.98 -4.42 2.79  0.380
H -0.80 -4.40 4.01  0.376
H -2.81 1.42 -1.06  0.210
H -1.99 3.72 -1.41  0.203
H 0.19 4.41 -0.35  0.209
H 1.41 2.76 1.01  0.194
C 2.79 -0.64 3.73  -0.674
C 1.83 -1.25 2.72  0.018
O 2.31 -1.85 1.67  -0.721
H 3.35 -1.43 4.23  0.206
H 2.25 -0.06 4.48  0.214
H 3.49 0.00 3.20  0.223
Br -0.82 2.27 -5.48  0.021
C -0.18 1.10 -4.11  -0.123
C -0.85 -0.09 -3.87  -0.002
N -0.46 -0.93 -2.92  -0.409
C 0.60 -0.60 -2.19  0.047
C 1.34 0.56 -2.38  -0.166
C 0.94 1.43 -3.38  -0.162
C 2.58 0.91 -1.54  0.784
O 3.37 1.71 -2.02  -0.669
O 2.63 0.40 -0.37  -0.843
H -1.71 -0.37 -4.46  0.194
H 0.89 -1.34 -1.45  0.194
H 1.50 2.34 -3.55  0.253

***

Q: Among the records above, which one has the highest largest force on an atom?
A: C16H15BrLu

***

Repeat the first record exactly.
This record from the Open Molecules 2025 dataset describes a structure of composition C16H15BN7O5Ru at a distorted geometry. The level of theory is ωB97M-V with the def2-TZVPD basis set.

The largest force on an atom is 3.02 eV/A. The value obtained for the total energy is -1497.9765 Ha. The value obtained for the orbital gap (alpha / beta) is 6.9 / 5.9 eV. Its spin multiplicity is 2. The HOMO energy (alpha / beta) comes out at -0.2736 / -0.2403 Eh. For the energy above the lowest of the compared OMol25 structures with the same formula, charge and spin, the calculation gives 120.3 kJ/mol.

Last column: natural (NBO) charge in e.
Positions of all 45 atoms, in Å:
Ru -0.78 -0.37 0.31  1.152
C 1.14 1.47 -3.53  -0.364
C 0.23 1.45 -2.48  -0.019
N 0.27 0.31 -1.80  -0.311
N 1.25 -0.42 -2.38  -0.313
C 1.79 0.25 -3.41  -0.004
B 1.68 -1.75 -1.75  0.549
N 2.34 -1.33 -0.43  -0.306
C 3.64 -1.29 -0.11  -0.006
C 3.77 -0.73 1.15  -0.362
C 2.45 -0.43 1.50  -0.015
N 1.59 -0.80 0.56  -0.316
N 0.45 -2.63 -1.48  -0.310
C 0.24 -3.88 -1.95  -0.006
C -0.97 -4.32 -1.47  -0.358
C -1.45 -3.26 -0.69  -0.008
N -0.58 -2.26 -0.71  -0.300
H 1.32 2.25 -4.25  0.229
H -0.48 2.21 -2.21  0.197
H 2.58 -0.20 -3.99  0.220
H 2.44 -2.35 -2.46  -0.038
H 4.38 -1.68 -0.79  0.220
H 4.66 -0.56 1.72  0.229
H 2.10 0.01 2.42  0.204
H 0.97 -4.35 -2.59  0.219
H -1.44 -5.27 -1.65  0.228
H -2.35 -3.16 -0.12  0.244
O -3.20 3.01 -1.10  -0.679
C -2.50 1.97 -0.63  0.757
O -2.26 0.99 -1.28  -0.548
C -2.06 2.18 0.78  0.043
C -2.48 3.30 1.48  -0.152
C -2.12 3.43 2.81  -0.216
C -1.41 2.41 3.40  -0.172
C -1.01 1.31 2.66  0.040
N -1.27 1.23 1.33  -0.336
C -0.29 0.14 3.28  0.757
O 0.07 0.26 4.57  -0.652
O -0.02 -0.86 2.68  -0.523
H -3.49 2.77 -2.00  0.508
H -3.08 4.04 0.99  0.247
H -2.44 4.29 3.38  0.229
H -1.19 2.49 4.46  0.201
H -0.18 1.11 4.93  0.481
O -2.30 -0.99 0.87  -0.639

***

Q: Among the records above, which one has the highest largest force on an atom?
A: C16H15BrLu

***

Q: Look up the largest force on an atom of the first one.
A: 3.02 eV/A